# 1
DFT (ωB97M-V/def2-TZVPD) results for a cluster of 10 separate species, C52H57Cl2F9N2O4S2 in total.

Structure (ORCA input):
```
! RIJCOSX wB97M-V def2-TZVPD def2/J DEFGRID3
* xyz 0 1
Cl -28.454 24.694 -3.975
Cl -30.306 25.725 -5.938
S -31.084 21.492 -7.844
S -28.996 20.254 -8.172
F -23.268 23.016 -5.947
F -29.046 15.498 -1.734
F -31.744 22.199 -6.569
F -33.972 20.960 -2.298
F -28.140 20.115 -0.214
F -35.503 14.405 -7.839
F -36.503 15.731 -4.179
F -33.029 15.703 -0.310
F -27.637 19.820 -7.404
O -30.986 22.615 -8.734
O -29.606 18.975 -8.471
O -32.039 20.464 -8.143
O -28.463 21.004 -9.261
N -29.722 20.986 -7.027
N -31.485 19.030 -4.108
C -32.795 18.541 -3.479
C -36.359 14.437 -3.840
C -29.737 14.800 -2.644
C -27.098 19.673 0.524
C -26.150 19.178 2.658
C -35.493 13.641 -4.563
C -31.528 20.526 -4.048
C -29.012 19.104 -3.824
C -24.031 22.465 -3.784
C -36.057 20.423 0.663
C -35.394 16.165 2.975
C -36.185 16.659 -7.743
C -24.969 18.819 2.025
C -25.054 22.042 -2.952
C -24.247 22.604 -5.145
C -29.927 13.872 -4.870
C -35.225 22.478 -1.050
C -32.959 16.524 -4.985
C -25.921 19.310 -0.102
C -27.726 18.376 -3.444
C -31.528 18.500 -5.544
C -34.707 18.374 -8.455
C -31.609 13.403 -3.184
C -31.710 16.994 -5.673
C -26.519 21.951 -4.856
C -36.023 22.748 0.055
C -34.721 17.282 2.483
C -27.238 19.577 1.895
C -33.713 17.451 -8.718
C -33.961 16.089 -8.460
C -33.000 17.047 -3.561
C -30.318 18.468 -3.370
C -35.366 12.296 -4.223
C -33.906 17.129 1.382
C -36.439 21.742 0.920
C -25.515 22.402 -5.690
C -26.325 21.854 -3.488
C -34.408 14.770 1.310
C -30.917 14.204 -2.296
C -35.205 14.907 2.442
C -29.250 24.336 -5.546
C -37.068 13.926 -2.759
C -34.826 21.180 -1.272
C -36.045 11.726 -3.148
C -35.196 15.711 -7.981
C -36.934 12.579 -2.496
C -33.863 15.906 0.735
C -29.256 14.656 -3.937
C -24.823 18.897 0.652
C -35.909 18.015 -7.845
C -35.208 20.169 -0.407
C -31.072 13.169 -4.451
H -34.938 23.243 -1.758
H -33.993 16.760 -3.200
H -33.391 17.951 0.897
H -28.839 20.170 -3.669
H -31.733 16.742 -6.733
H -27.514 18.590 -2.391
H -30.455 18.721 -2.315
H -26.191 19.206 3.737
H -33.093 15.444 -5.007
H -36.667 18.725 -7.548
H -35.679 14.101 2.985
H -33.806 16.955 -5.541
H -31.664 20.893 -3.038
H -37.108 21.982 1.734
H -29.630 13.799 -5.906
H -25.780 19.449 -1.166
H -30.636 20.858 -4.574
H -36.338 23.773 0.196
H -37.131 16.281 -7.372
H -23.047 22.690 -3.391
H -28.475 24.368 -6.302
H -34.998 13.930 -5.481
H -24.959 22.003 -1.875
H -34.845 18.218 3.008
H -34.464 19.383 -8.771
H -33.222 15.369 -8.793
H -32.495 12.829 -2.947
H -26.845 18.681 -4.004
H -32.725 18.858 -2.437
H -35.975 16.268 3.884
H -31.726 12.626 -5.121
H -32.410 18.909 -6.045
H -37.630 14.538 -2.070
H -34.262 13.820 0.811
H -34.731 11.717 -4.885
H -36.362 19.593 1.283
H -28.317 15.137 -4.188
H -32.774 17.847 -9.080
H -24.134 18.497 2.637
H -23.923 18.736 0.076
H -31.210 14.298 -1.255
H -27.117 21.519 -2.829
H -33.622 19.079 -3.937
H -30.902 16.424 -5.203
H -32.365 20.812 -4.683
H -25.778 22.499 -6.735
H -27.537 21.873 -5.220
H -27.800 17.288 -3.496
H -37.484 12.178 -1.650
H -29.664 23.338 -5.475
H -34.811 19.178 -0.595
H -35.958 10.663 -2.990
H -28.079 19.927 2.481
H -28.973 19.081 -4.925
H -32.356 16.403 -2.956
H -30.307 17.386 -3.451
H -30.669 18.959 -6.025
*
```

Summary:
LUMO in eV: 0.07
E_tot in a.u.: -5041.615366

---

# 2
DFT (ωB97M-V/def2-TZVPD) results for the molecule C22H28N4O5S.

Structure (ORCA input):
```
! RIJCOSX wB97M-V def2-TZVPD def2/J DEFGRID3
* xyz 0 1
S 4.924 -1.784 0.842
O -3.707 -1.567 -1.754
O 0.091 2.184 0.734
O 0.595 -1.114 -1.504
O -0.816 -2.256 1.312
O -1.925 3.202 0.390
N 2.969 -3.654 0.616
N -2.561 -3.337 0.365
N 0.966 -3.114 -0.484
N -3.405 0.132 -0.309
C 1.778 -3.937 0.221
C -4.563 -1.924 0.430
C 1.344 -1.805 -0.838
C 3.391 -2.403 0.341
C -1.370 1.324 -1.024
C -0.411 -3.466 -0.732
C 4.701 2.216 -0.058
C -1.888 0.984 1.397
C 3.326 -0.206 -0.464
C -3.555 -2.749 1.238
C 4.545 -0.231 0.134
C 2.761 1.018 -1.106
C -3.845 -1.095 -0.635
C 3.850 2.069 -1.317
C -1.275 -2.936 0.421
C -1.034 4.179 0.873
C 2.651 -1.454 -0.354
C -2.823 0.979 -1.334
C 0.337 3.564 0.591
C -1.257 1.940 0.376
C -3.345 0.722 1.006
C 5.481 0.925 0.207
H -1.217 5.112 0.340
H -5.178 -1.314 1.088
H -1.845 1.435 2.389
H 5.399 3.049 -0.164
H -1.182 4.332 1.951
H 4.048 2.423 0.792
H -2.908 -3.737 -0.495
H -4.074 -3.544 1.785
H -3.008 -2.129 1.951
H -1.004 2.036 -1.765
H 1.108 3.852 1.306
H 4.492 1.769 -2.148
H -3.813 0.080 1.749
H -5.218 -2.604 -0.119
H 2.288 0.747 -2.051
H 1.391 -4.919 0.455
H -1.312 0.059 1.406
H 3.393 3.026 -1.574
H -0.730 -2.964 -1.652
H -0.517 -4.548 -0.834
H 0.668 3.796 -0.431
H 1.973 1.405 -0.453
H 6.270 0.808 -0.543
H 5.964 0.959 1.185
H -3.875 1.682 0.979
H -2.891 0.447 -2.283
H -3.410 1.903 -1.383
H -0.742 0.433 -1.062
*
```

Summary:
ΔE to the lowest compared entry with this formula, charge and spin in eV: 0.000
SMILES: O=C(Cn1cnc2sc3c(c2c1=O)CCCC3)NCCC(=O)N1CCC2(CC1)OCCO2
LUMO in eV: 0.68
E_tot in a.u.: -1848.635555

---

# 3
DFT (ωB97M-V/def2-TZVPD) results for a structure of composition C20H24F12MgN2O20S4.

Structure (ORCA input):
```
! RIJCOSX wB97M-V def2-TZVPD def2/J DEFGRID3
* xyz 1 2
S 3.642 -4.136 2.008
S 1.957 -4.507 3.925
S -0.032 -0.962 0.052
S 0.937 1.297 1.294
Mg 1.513 -1.669 2.708
F -0.788 -3.305 -0.801
F 4.249 -3.795 5.092
F 3.309 -1.681 0.794
F 3.565 1.168 1.356
F 5.292 -1.966 1.654
F 2.763 0.886 -0.632
F 0.011 -3.384 1.147
F 2.875 2.871 0.301
F 1.408 -3.195 -0.541
F 3.014 -4.942 6.338
F 4.720 -2.912 -0.238
F 2.415 -2.879 5.894
O 1.540 1.790 -4.660
O 2.304 -5.936 3.626
O 1.403 2.703 -2.677
O 0.501 -4.184 4.123
O 3.543 5.836 -2.199
O -0.036 2.030 0.504
O -4.259 -2.956 4.086
O -1.568 -2.109 -3.025
O -1.490 -0.790 0.369
O 1.013 1.840 2.667
O -2.913 -0.382 -3.762
O 3.455 2.563 -3.571
O 4.731 -4.710 2.739
O 0.467 -0.314 -1.172
O -3.545 -1.746 -2.077
O 5.720 6.653 -2.588
O 3.053 -5.058 1.052
O 3.969 7.991 -1.960
O -4.446 -3.324 6.299
O -4.152 -4.934 4.748
N 2.513 -3.253 2.739
N 0.899 -0.607 1.345
C 2.314 6.355 -1.972
C -4.679 -0.919 -2.417
C 2.649 7.806 -1.733
C -4.435 -3.628 2.824
C 2.681 1.596 0.476
C -3.285 -3.195 1.950
C -4.319 -3.709 5.148
C 2.973 -3.944 5.402
C -5.011 -0.216 -1.136
C 4.291 -2.605 0.992
C -4.177 0.049 -3.417
C -4.240 -5.066 3.319
C 0.243 -2.899 -0.059
C -2.572 -1.445 -2.995
C 0.235 1.593 -4.225
C -0.710 3.675 -2.920
C 2.238 2.383 -3.599
C 1.870 5.552 -0.841
C 0.028 2.390 -2.876
C 4.486 6.784 -2.254
H -4.032 1.036 -2.978
H -0.290 1.753 -2.050
H -0.447 4.346 -2.103
H -5.412 -3.474 2.365
H -4.300 0.522 -0.766
H -2.352 -3.621 2.317
H 1.997 4.485 -1.020
H -0.332 2.135 -4.981
H -3.217 -2.107 1.951
H -5.259 -0.870 -0.301
H -1.780 3.505 -2.802
H 0.059 0.520 -4.147
H 2.497 5.675 0.042
H 2.067 8.433 -2.407
H 0.877 5.930 -0.595
H -0.400 4.251 -3.793
H -5.111 -5.667 3.057
H 1.587 6.334 -2.784
H 2.529 8.245 -0.743
H -3.324 -5.504 2.923
H -5.278 -1.579 -3.044
H -3.530 -3.369 0.902
H -5.939 0.325 -1.324
H -4.743 0.143 -4.344
*
```

Summary:
<S²>: 0.755
LUMO (alpha / beta) in eV: -4.45 / -9.99
E_tot in a.u.: -5381.511257